89
Properties=species:S:1:pos:R:3:forces:R:3:mulliken_charge:R:1 method="wB97M-V/def2-TZVPD" e_lumo_ha=0.0711 homo_lumo_gap_ev=6.686 charge=-1 e_tot_ha=-2414.5781
N -1.551610 6.977345 -0.809740 0.094 -0.117 -0.099 -0.565
C -1.558853 6.065295 -1.979436 0.144 0.040 0.271 -0.559
In -2.453570 4.098203 -1.484959 -0.315 0.066 -0.537 0.736
S -2.454060 3.991907 1.040341 0.109 -0.102 0.219 -0.595
C -1.165553 2.468740 -2.270606 0.008 0.061 0.269 -1.334
C 0.006633 2.071139 -1.368493 -0.163 -0.253 -0.186 -0.164
C -0.426907 1.250562 -0.173084 0.107 0.244 -0.135 -0.026
F -0.767277 -0.052960 -0.592699 -0.001 -0.036 0.040 -0.353
C -4.563626 3.809093 -2.170575 0.215 0.060 0.274 -1.123
C -5.508400 3.548587 -1.002754 0.065 0.040 -0.133 -0.162
C -6.967258 3.341481 -1.376836 0.035 -0.105 0.094 -0.633
Cl -7.799115 4.895440 -1.761339 -0.024 0.034 -0.062 -0.264
H -0.793779 7.648801 -0.879312 -0.058 0.019 0.020 0.188
H -1.388578 6.444934 0.038670 -0.044 0.039 -0.004 0.196
H -0.540966 5.857185 -2.343382 -0.011 0.024 -0.034 0.218
H -2.089431 6.554676 -2.800654 -0.070 -0.072 -0.014 0.256
H -3.248965 5.044191 1.275294 -0.020 0.079 -0.107 0.029
H -1.766357 1.581311 -2.488943 0.010 -0.005 -0.039 0.339
H -0.786178 2.833680 -3.230285 0.002 -0.003 -0.009 0.390
H 0.737712 1.451976 -1.909184 0.095 0.085 0.045 0.138
H 0.543472 2.950793 -1.000053 -0.003 0.006 0.042 0.320
H -1.311584 1.668376 0.307916 0.026 -0.029 0.054 -0.054
H 0.386003 1.152821 0.550906 -0.068 -0.095 0.054 0.267
H -4.882199 4.693615 -2.728849 -0.021 -0.014 -0.015 0.362
H -4.573362 2.953655 -2.854936 -0.051 0.021 -0.039 0.330
H -5.447019 4.364869 -0.277782 -0.046 -0.033 0.043 0.104
H -5.188193 2.651810 -0.459880 -0.022 -0.007 0.005 0.259
H -7.066313 2.722167 -2.266491 0.007 -0.003 0.001 0.340
H -7.540689 2.896497 -0.564211 -0.022 0.051 -0.001 0.361
C 2.385989 -0.992075 -1.001854 0.122 0.000 -0.004 -0.973
C 1.788064 -1.746930 -2.174021 -0.084 0.020 0.029 0.122
O 2.705059 -2.012278 -3.228417 -0.011 -0.012 -0.032 -0.502
C 3.830575 -2.789424 -2.870031 0.094 0.026 0.033 -0.243
C 3.485428 -4.167009 -2.329958 -0.052 -0.033 0.000 -0.819
H 2.800375 -0.038465 -1.333751 -0.013 0.008 0.009 0.256
H 1.603973 -0.793807 -0.270350 -0.018 0.016 -0.014 0.212
H 3.182274 -1.552030 -0.506517 -0.037 -0.039 0.009 0.381
H 0.994299 -1.151777 -2.623544 0.016 0.003 -0.018 0.321
H 1.326430 -2.679212 -1.828617 0.011 0.001 0.007 -0.066
H 4.461493 -2.256724 -2.149649 -0.016 -0.021 0.015 0.174
H 4.412141 -2.889677 -3.788419 -0.017 0.011 -0.013 0.323
H 2.916746 -4.102747 -1.401229 0.044 -0.021 0.029 0.042
H 4.400594 -4.724452 -2.122708 0.015 0.021 -0.017 0.387
H 2.888899 -4.725882 -3.053543 -0.002 -0.002 0.006 0.340
C 8.449072 -2.862245 -2.550757 -0.019 -0.048 0.000 -1.043
C 7.762908 -2.344404 -1.298346 0.015 0.040 -0.031 -0.371
O 6.783813 -3.222011 -0.772475 -0.093 0.007 0.017 -0.316
C 7.234870 -4.502848 -0.375454 0.003 -0.037 0.001 -0.311
C 8.282513 -4.479180 0.724588 0.007 0.044 0.006 -1.253
H 7.712760 -3.088830 -3.323133 0.000 0.002 0.001 0.254
H 9.132695 -2.104503 -2.935868 -0.014 0.013 -0.007 0.396
H 9.031323 -3.764687 -2.358614 0.023 0.019 0.011 0.276
H 7.216676 -1.429985 -1.530670 -0.002 0.001 0.012 0.349
H 8.504771 -2.088266 -0.532940 0.007 -0.035 0.001 0.340
H 7.602406 -5.069579 -1.239361 0.022 0.021 -0.003 0.368
H 6.339088 -5.012682 -0.018928 -0.003 0.000 -0.010 0.336
H 9.208399 -4.002265 0.400384 0.007 -0.026 -0.015 0.281
H 8.524515 -5.499785 1.024656 -0.013 -0.004 0.007 0.401
H 7.908980 -3.940794 1.596545 0.001 0.001 -0.003 0.320
C -6.793132 5.965450 6.023138 0.030 -0.024 0.013 -1.021
C -6.464869 6.499790 4.637641 -0.024 0.021 -0.027 -0.341
O -5.152964 6.213983 4.203507 0.029 0.033 0.035 -0.419
C -4.815914 4.836623 4.098241 0.039 -0.062 -0.007 -0.329
C -5.709802 4.044499 3.162553 -0.073 0.051 -0.013 -1.067
H -6.079658 6.342590 6.757687 0.000 -0.003 -0.001 0.273
H -7.795247 6.284873 6.315167 0.003 0.018 0.003 0.385
H -6.770467 4.875489 6.055937 -0.023 -0.001 -0.015 0.270
H -6.527225 7.589148 4.641568 -0.003 -0.002 -0.009 0.343
H -7.202729 6.141466 3.910178 0.007 -0.028 0.008 0.294
H -4.798401 4.373387 5.093061 -0.033 0.013 0.006 0.307
H -3.794206 4.824190 3.720612 -0.007 0.006 -0.008 0.265
H -6.745005 4.009374 3.509707 0.012 -0.034 0.029 0.366
H -5.342372 3.020612 3.090600 0.039 0.013 -0.034 0.402
H -5.696977 4.476131 2.161271 0.014 -0.012 0.001 0.283
C 1.262616 -7.187258 2.258180 -0.045 0.012 0.007 -1.080
C 1.264294 -7.387093 0.751854 0.041 -0.009 -0.009 -0.057
O -0.019637 -7.337956 0.159069 -0.021 -0.042 -0.006 -0.437
C -0.733260 -6.121419 0.324981 -0.021 0.044 0.016 -0.595
C -0.015099 -4.900611 -0.219182 0.061 -0.006 -0.053 -0.820
H 0.615195 -7.920466 2.741477 0.001 0.002 0.001 0.285
H 2.274936 -7.307608 2.647019 0.003 -0.018 -0.002 0.404
H 0.918743 -6.191307 2.539279 0.027 0.011 -0.008 0.269
H 1.642157 -8.382173 0.513291 -0.001 0.004 -0.008 0.350
H 1.938989 -6.666589 0.274654 -0.018 0.022 0.008 0.061
H -0.995276 -5.970518 1.378620 0.031 -0.008 0.009 0.319
H -1.667407 -6.273642 -0.215635 0.003 -0.006 0.002 0.357
H 0.916124 -4.699715 0.313316 -0.024 0.031 0.031 0.230
H -0.647100 -4.017722 -0.117622 -0.015 -0.005 -0.012 0.453
H 0.222583 -5.035158 -1.275828 -0.003 0.007 0.000 0.268

---

17
Properties=species:S:1:pos:R:3:forces:R:3:nbo_charge:R:1 method="wB97M-V/def2-TZVPD" e_lumo_ha=-0.1608 homo_lumo_gap_ev=8.677 charge=+1 e_above_lowest_ev=1.8959 e_tot_ha=-409.7624
N -1.537467 -1.745589 -0.250133 -2.140 1.480 0.515 -0.631
N -0.607343 -1.887985 0.728504 1.835 -3.072 0.073 -0.238
N 0.676232 -1.306775 0.470058 2.727 1.437 -0.942 -0.386
C 1.054008 -0.137939 -0.117329 -1.722 -1.398 1.557 0.477
N 2.362076 0.101684 -0.138697 1.145 3.423 -0.149 -0.764
C 0.213261 1.052480 -0.446445 -2.142 -2.708 0.465 -0.157
N -1.109132 1.036958 -0.390626 1.884 0.373 1.140 -0.103
N -1.672001 2.194228 -0.192477 -0.977 2.635 1.408 -0.541
H -1.282669 -1.690817 -1.218964 0.818 -0.358 -0.426 0.355
H -2.006467 -0.873642 -0.001533 -0.232 -0.624 -0.645 0.377
H -0.330490 -2.923621 0.731321 -0.705 1.781 0.370 0.364
H 1.509219 -1.815970 0.889342 -1.785 0.617 -0.664 0.416
H 2.572557 1.107991 -0.003658 -0.223 -0.875 -0.688 0.410
H 3.215643 -0.369699 0.084485 -0.420 -1.433 0.230 0.438
H 0.691784 1.979952 -0.457548 1.104 1.341 -0.070 0.186
H -2.688089 2.234442 0.169808 2.361 -0.472 -1.173 0.425
H -1.061125 3.044306 0.143899 -1.530 -2.147 -1.000 0.375

---

20
Properties=species:S:1:pos:R:3:forces:R:3:nbo_charge:R:1 method="wB97M-V/def2-TZVPD" e_lumo_ha=0.0363 homo_lumo_gap_ev=8.461 e_above_lowest_ev=4.7506 e_tot_ha=-420.1551
C 0.318873 0.073678 -1.597566 0.348 -0.608 1.760 -0.271
C 1.658931 -0.019748 -1.206299 3.065 0.441 -2.222 -0.291
C -0.360431 -0.320461 -0.440119 -1.500 0.285 -1.038 0.032
C 1.763958 -0.368256 0.105899 0.282 -0.433 0.709 0.122
C -2.910541 -0.851609 -0.861231 1.941 1.899 -1.074 0.069
C -1.770061 -0.250493 -0.219520 -2.863 2.645 1.871 0.073
C 2.999862 -0.511329 0.931631 -1.226 0.012 2.362 -0.636
C -2.284342 1.566502 0.849886 2.439 -5.564 0.348 -0.641
N -2.693481 -1.370941 0.239331 0.029 -0.778 1.029 -0.299
N 0.486929 -0.629418 0.596204 2.213 1.204 -3.519 -0.493
H 0.078008 0.455941 -2.579846 -0.848 -0.354 0.305 0.232
H 2.547388 0.117488 -1.977580 -1.846 -0.182 2.093 0.216
H -3.392067 -0.659915 -1.789437 -1.105 -0.798 -0.274 0.220
H 3.345658 0.445269 1.413399 -0.748 -0.766 -0.115 0.219
H 2.835571 -1.323466 1.756404 0.675 1.407 -1.545 0.214
H 3.785676 -0.714726 0.271235 1.297 -0.949 -0.760 0.228
H -1.270072 1.497142 1.306269 -1.098 0.539 0.207 0.192
H -3.115989 1.187541 1.471589 0.485 0.711 -0.496 0.207
H -2.339081 2.347795 0.180689 -0.650 1.524 -1.344 0.192
H 0.315203 -0.670998 1.549062 -0.891 -0.236 1.703 0.415